No. 1
Computed, not measured: C5H14N2 in the gas phase, with ωB97M-V/def2-TZVPD.

```
! RIJCOSX wB97M-V def2-TZVPD def2/J DEFGRID3
* xyz 0 1
C 2.60332 1.55685 0.57924
N 2.16293 0.43817 -0.24310
C 0.77569 0.52349 -0.75072
C -0.03966 -0.75470 -0.48711
N -1.41746 -0.51238 -0.14268
C -2.33911 -1.61515 -0.23880
C -1.71572 0.36296 0.98844
H 2.61768 2.45716 -0.04587
H 2.01544 1.60447 1.49467
H 3.65661 1.44528 0.85112
H 2.36329 -0.45199 0.19129
H 0.27064 1.44724 -0.48641
H 0.96852 0.55506 -1.83088
H 0.49823 -1.37803 0.25484
H 0.04029 -1.38875 -1.37392
H -2.27504 -2.13792 -1.18924
H -3.38195 -1.29603 -0.21521
H -2.07428 -2.38898 0.50344
H -1.90839 -0.19626 1.90853
H -0.89682 1.07195 1.09950
H -2.58432 0.96889 0.72389
*
```

As for the molar mass: 102.18 g/mol. The lowest unoccupied orbital energy is 0.039 Eh. For the relative energy (zero: lowest compared OMol25 entry of this formula, charge and spin), the calculation gives 173.5 kJ/mol. As for the HOMO-LUMO gap: 9.148 eV.

Results of the Mulliken charge analysis, in e, for atoms 1 through 8: -0.911 -0.325 -0.748 -0.540 0.073 -1.008 -0.997 0.287

---

No. 2
Computed, not measured: C5H14N2 in the gas phase, with ωB97M-V/def2-TZVPD.

```
! RIJCOSX wB97M-V def2-TZVPD def2/J DEFGRID3
* xyz 0 1
C -0.06883 1.84999 -1.66149
C -0.68919 1.05208 -0.52191
C 0.08235 -0.24897 -0.26794
C -0.64066 -1.18524 0.67977
N -1.85742 -1.74238 -0.01004
N 1.44638 0.04777 0.11852
C 1.81032 0.24323 1.50254
H -0.77753 2.54507 -2.10001
H 0.39454 1.19013 -2.39746
H 0.74024 2.48800 -1.29396
H -0.57115 1.64420 0.39202
H -1.71590 0.86153 -0.71772
H 0.09584 -0.83278 -1.19342
H 0.00200 -2.01166 0.99035
H -0.96422 -0.69905 1.59861
H -2.63394 -1.17564 0.31894
H -2.02642 -2.64379 0.42462
H 2.18548 -0.30157 -0.45899
H 1.46245 1.20464 1.87587
H 2.88586 0.11919 1.61659
H 1.41428 -0.51986 2.17389
*
```

As for the molar mass: 102.18 g/mol. The lowest unoccupied orbital energy is 0.038 Eh. For the relative energy (zero: lowest compared OMol25 entry of this formula, charge and spin), the calculation gives 94.1 kJ/mol. As for the HOMO-LUMO gap: 9.229 eV.

Results of the Mulliken charge analysis, in e, for atoms 1 through 8: -1.190 -0.644 0.190 -0.922 -0.681 -0.231 -0.990 0.360